86
Properties=species:S:1:pos:R:3:mulliken_charge:R:1 method="wB97M-V/def2-TZVPD" orbital_gap_ev=8.47 energy_ev=-100313.5727 total_charge=+1 e_homo_ev=-11.294
Sn 0.16 0.25 -0.27 1.97
N 0.68 1.85 0.93 -0.74
N 0.38 3.11 0.39 -0.26
C -0.77 3.31 -0.23 0.60
N -1.05 4.54 -0.69 -0.29
S -1.79 1.98 -0.51 -0.46
H -0.23 1.30 2.41 0.72
H 1.67 1.82 1.15 0.14
H 1.10 3.82 0.39 0.30
H -0.48 5.34 -0.46 0.22
H -1.94 4.70 -1.11 0.23
C -3.81 -2.22 -1.75 -0.68
O -2.59 -2.88 -1.31 -0.47
C -1.56 -2.12 -1.07 0.87
O -1.59 -0.88 -1.14 -0.80
N -0.46 -2.82 -0.77 -0.31
N 0.67 -2.15 -0.30 -0.25
H -4.44 -3.01 -2.13 0.27
H -3.58 -1.50 -2.53 0.29
H -4.27 -1.73 -0.90 0.31
H -0.49 -3.83 -0.71 0.27
H 1.45 -2.23 -0.96 0.35
H 0.98 -2.47 0.62 0.45
F 2.44 -0.03 0.62 -0.47
B 2.69 -0.69 1.93 0.34
F 4.03 -0.85 2.08 -0.31
F 2.01 -1.93 1.92 -0.42
F 2.10 0.14 2.86 -0.39
I -4.09 -4.40 6.41 0.15
C -3.10 -3.07 5.16 -0.04
C -2.52 -1.93 5.69 -0.62
C -1.87 -1.04 4.86 -0.54
C -1.79 -1.30 3.49 0.02
C -2.37 -2.45 2.96 -0.31
C -3.03 -3.34 3.79 -0.68
C -1.10 -0.36 2.60 0.45
O -0.78 0.78 3.09 -0.45
O -0.85 -0.69 1.41 -0.25
H -2.58 -1.73 6.75 0.41
H -1.40 -0.15 5.26 0.50
H -2.31 -2.64 1.90 0.39
H -3.49 -4.23 3.39 0.41
C 2.22 5.25 -2.67 -1.65
C 2.22 3.99 -3.54 1.65
C 0.81 3.64 -3.99 -1.19
C 3.14 4.18 -4.74 -1.64
O 2.74 2.95 -2.69 1.32
Si 2.91 1.35 -2.83 -1.25
S 1.00 0.37 -2.45 -0.50
O 4.05 0.82 -1.83 0.19
C 5.31 1.43 -1.41 1.69
C 5.04 2.57 -0.44 -1.31
C 6.09 0.31 -0.75 -1.55
C 6.04 1.95 -2.64 -1.38
O 3.12 0.96 -4.38 0.42
C 3.48 -0.21 -5.15 1.52
C 2.49 -0.28 -6.30 -1.66
C 3.43 -1.47 -4.30 -1.32
C 4.90 0.02 -5.66 -1.59
H 1.84 6.10 -3.23 0.43
H 3.23 5.47 -2.33 0.37
H 1.59 5.09 -1.79 0.09
H 0.39 4.46 -4.58 0.54
H 0.17 3.46 -3.13 0.07
H 0.81 2.74 -4.60 0.17
H 2.79 5.00 -5.35 0.55
H 3.16 3.27 -5.34 0.11
H 4.15 4.40 -4.41 0.34
H 4.56 2.20 0.46 0.24
H 4.41 3.32 -0.91 0.02
H 5.99 3.03 -0.15 0.50
H 5.54 -0.07 0.11 0.18
H 7.06 0.67 -0.41 0.40
H 6.25 -0.51 -1.45 0.36
H 5.47 2.75 -3.12 0.10
H 6.19 1.15 -3.37 0.20
H 7.01 2.34 -2.36 0.57
H 1.47 -0.37 -5.91 0.29
H 2.70 -1.13 -6.93 0.49
H 2.54 0.63 -6.90 0.30
H 2.41 -1.64 -3.93 0.26
H 4.10 -1.39 -3.45 0.18
H 3.73 -2.32 -4.90 0.57
H 4.95 0.94 -6.25 0.29
H 5.22 -0.81 -6.29 0.48
H 5.59 0.11 -4.83 0.24


10
Properties=species:S:1:pos:R:3:mulliken_spin:R:1 method="wB97M-V/def2-TZVPD" orbital_gap_ev="5.06 / 5.05" spin_multiplicity=2 energy_ev=-41013.4124 e_homo_ev="-5.730 / -5.728"
C 0.66 -1.01 1.14 0.00
O 0.13 -2.11 1.54 0.00
H -1.11 -0.07 0.30 0.00
Li 1.03 -3.60 1.43 0.00
C -0.03 -0.03 0.45 0.00
O 0.72 0.75 -0.45 0.01
C 0.12 1.49 -1.41 0.01
O -1.13 1.40 -1.49 -0.05
Yb -1.03 3.22 -3.44 1.03
H 0.66 -0.04 1.94 0.00


48
Properties=species:S:1:pos:R:3:mulliken_charge:R:1 method="wB97M-V/def2-TZVPD" orbital_gap_ev=7.02 energy_ev=-65023.7729 total_charge=-1 e_homo_ev=-4.744
Sc 0.18 0.03 0.88 -0.02
N 2.17 1.48 0.88 -0.23
C 3.30 0.91 1.63 -0.83
C 2.86 -0.22 2.56 0.41
O 3.69 -0.62 3.39 -0.79
N 1.62 -0.66 2.38 0.43
C 1.14 -1.60 3.36 -0.53
C -0.37 -1.77 3.19 0.40
O -1.01 -2.51 3.92 -0.77
O -0.87 -1.09 2.20 -0.49
H 2.44 1.82 -0.03 0.15
H 1.74 2.24 1.40 0.26
H 3.82 1.64 2.24 0.38
H 4.04 0.51 0.93 0.26
H 1.35 -1.28 4.38 0.36
H 1.60 -2.59 3.28 0.29
N -1.55 4.37 1.78 -0.49
C -1.31 3.06 1.42 0.57
S -0.37 2.11 2.52 -0.50
N -1.86 2.67 0.31 -1.19
N -1.68 1.32 0.03 1.10
C -2.56 0.88 -0.79 -0.88
C -2.67 -0.44 -1.37 1.09
C -3.80 -0.69 -2.16 -0.70
C -4.02 -1.92 -2.76 -0.76
C -3.08 -2.93 -2.57 -0.40
C -1.95 -2.71 -1.81 -0.60
C -1.70 -1.47 -1.19 0.06
O -0.61 -1.28 -0.52 -0.07
H -0.88 4.78 2.40 0.22
H -1.89 4.95 1.03 0.24
H -3.32 1.60 -1.11 0.19
H -4.52 0.11 -2.28 0.33
H -4.91 -2.09 -3.35 0.37
H -3.23 -3.90 -3.03 0.36
H -1.22 -3.50 -1.66 0.40
N 2.01 -1.06 -0.57 -0.34
C 1.89 -0.90 -2.02 -0.45
C 1.78 0.58 -2.37 -0.82
N 0.62 1.15 -1.70 -0.22
H 2.96 -0.91 -0.25 0.26
H 1.73 -1.99 -0.29 0.26
H 0.97 -1.40 -2.33 0.13
H 2.71 -1.35 -2.58 0.45
H 1.77 0.69 -3.47 0.43
H 2.68 1.10 -2.03 0.30
H -0.23 0.71 -2.02 0.16
H 0.52 2.15 -1.84 0.22


10
Properties=species:S:1:pos:R:3:mulliken_spin:R:1 method="wB97M-V/def2-TZVPD" orbital_gap_ev="6.88 / 6.88" spin_multiplicity=3 energy_ev=-9207.0997 e_homo_ev="-6.447 / -9.821"
C 0.76 1.18 0.12 0.71
C 0.05 0.04 0.11 0.43
N 0.65 -1.28 -0.02 0.38
N -1.45 0.07 -0.03 0.12
O -2.08 1.10 -0.23 0.17
O -1.97 -1.03 -0.12 0.16
H 0.24 2.13 0.37 0.03
H 1.89 1.16 0.18 0.02
H 1.64 -1.15 -0.15 -0.01
H 0.25 -2.23 -0.23 -0.02


18
Properties=species:S:1:pos:R:3:mulliken_charge:R:1 method="wB97M-V/def2-TZVPD" orbital_gap_ev=8.18 energy_ev=-29506.8079 e_homo_ev=-7.964
N -0.51 -0.87 -2.97 -0.46
C 0.70 -1.20 -2.27 -0.16
C 0.87 -0.39 -0.98 -0.72
S 1.85 -1.02 0.39 -0.04
S 1.49 -2.85 1.53 -0.22
H -0.63 -0.11 -3.60 0.16
H -1.01 -1.69 -3.25 0.18
H 1.61 -1.13 -2.86 0.25
H 0.65 -2.23 -1.92 0.24
H -0.09 -0.08 -0.57 0.37
H 1.47 0.50 -1.18 0.27
H 0.36 -3.23 0.88 0.13
O -1.56 0.97 1.32 -0.61
H -0.95 1.69 1.10 0.31
H -1.58 0.90 2.28 0.29
O -0.79 3.54 3.68 -0.62
H -0.34 4.07 4.32 0.31
H -1.55 3.14 4.11 0.31


145
Properties=species:S:1:pos:R:3:mulliken_charge:R:1 method="wB97M-V/def2-TZVPD" orbital_gap_ev=7.12 energy_ev=-212492.0364 e_homo_ev=-7.855
C -1.04 -3.01 7.43 -1.34
C -0.60 -1.57 7.11 -0.65
C 0.88 -1.57 6.60 0.61
C 1.80 -1.06 7.71 -1.78
C 1.05 -0.76 5.35 0.34
C 0.47 0.48 5.32 -0.59
C 0.60 1.31 4.24 0.01
Cl -0.12 2.88 4.28 -0.09
C 1.31 0.90 3.16 0.23
C 1.89 -0.37 3.16 -0.04
C 1.78 -1.21 4.25 -0.07
P 2.71 -2.86 4.12 0.41
N 3.46 -3.16 5.67 -0.73
O 1.61 -4.06 3.97 -0.45
C 2.63 -0.78 1.93 0.22
O 2.60 -1.89 1.45 -0.59
C 3.39 0.33 1.30 0.44
F 4.56 0.05 0.77 -0.11
C 2.87 1.53 1.28 -0.32
C 1.55 1.76 1.93 -0.57
O 0.78 2.55 1.43 -0.56
H -1.76 -2.98 8.25 0.39
H -0.19 -3.63 7.69 0.33
H -1.52 -3.42 6.55 0.30
H -0.62 -0.92 7.98 0.41
H -1.19 -1.17 6.29 0.46
H 1.15 -2.59 6.36 0.46
H 2.81 -0.90 7.33 0.46
H 1.48 -0.09 8.08 0.48
H 1.89 -1.78 8.52 0.32
H -0.11 0.85 6.15 0.62
H 2.91 -3.80 6.23 0.34
H 3.51 -2.26 6.15 0.32
H 0.70 -3.72 3.90 0.33
H 3.37 2.36 0.81 0.42
C 0.38 -1.50 -2.02 -0.38
S -1.19 -0.98 -1.31 0.60
O -2.17 -0.88 -2.43 -0.65
C -0.66 0.67 -0.87 -0.18
H 0.27 -2.52 -2.38 0.35
H 0.63 -0.83 -2.85 0.03
H 1.15 -1.47 -1.25 0.18
H -0.32 1.21 -1.74 0.06
H 0.14 0.60 -0.14 -0.36
H -1.52 1.18 -0.42 0.42
C -0.17 2.95 -5.05 -1.09
S -0.24 1.16 -4.92 0.76
O 0.89 0.74 -4.04 -0.80
C 0.26 0.85 -6.61 -1.04
H -0.40 3.37 -4.07 0.34
H 0.83 3.26 -5.35 0.32
H -0.90 3.29 -5.77 0.40
H 1.23 1.30 -6.81 0.20
H -0.49 1.26 -7.29 0.38
H 0.32 -0.23 -6.75 0.40
C 1.69 3.31 -10.27 -0.97
S 2.77 3.50 -8.85 0.44
O 1.91 3.47 -7.64 -0.49
C 3.20 5.22 -9.16 -0.99
H 1.28 2.31 -10.25 0.30
H 0.88 4.04 -10.22 0.31
H 2.26 3.45 -11.19 0.39
H 2.29 5.83 -9.18 0.30
H 3.72 5.30 -10.11 0.39
H 3.85 5.56 -8.36 0.31
C -0.76 -4.82 0.66 -0.94
S -2.04 -3.90 1.53 0.68
O -1.95 -4.28 2.97 -0.66
C -3.43 -4.80 0.84 -1.06
H 0.20 -4.44 0.98 0.26
H -0.84 -5.88 0.90 0.38
H -0.88 -4.66 -0.41 0.34
H -3.33 -5.86 1.07 0.16
H -3.46 -4.65 -0.24 0.43
H -4.34 -4.41 1.28 0.41
C 5.98 1.78 -2.76 -1.09
S 5.89 2.39 -1.07 0.78
O 4.68 3.28 -0.99 -0.64
C 7.33 3.46 -1.18 -1.20
H 5.13 1.11 -2.92 0.29
H 5.93 2.61 -3.46 0.41
H 6.91 1.23 -2.88 0.36
H 7.19 4.18 -1.98 0.37
H 8.21 2.85 -1.36 0.39
H 7.43 3.98 -0.23 0.33
C 3.31 6.39 -2.97 -0.60
S 3.94 7.93 -2.29 0.48
O 5.40 7.97 -2.56 -0.62
C 3.73 7.46 -0.57 -0.78
H 3.38 6.44 -4.05 0.29
H 3.91 5.56 -2.60 0.06
H 2.27 6.26 -2.68 0.33
H 4.30 6.55 -0.37 0.17
H 2.67 7.30 -0.36 0.34
H 4.10 8.27 0.05 0.33
C 7.45 -2.56 -2.02 -1.01
S 7.26 -1.63 -0.49 0.80
O 8.48 -0.80 -0.32 -0.69
C 7.41 -3.04 0.61 -1.12
H 7.43 -1.85 -2.84 0.26
H 8.41 -3.08 -2.01 0.35
H 6.63 -3.27 -2.12 0.34
H 8.37 -3.53 0.45 0.38
H 6.59 -3.74 0.43 0.36
H 7.36 -2.68 1.63 0.33
C -4.71 -7.44 3.62 -0.64
S -6.01 -7.62 2.39 0.54
O -6.75 -6.33 2.34 -0.61
C -7.02 -8.76 3.34 -0.98
H -3.98 -6.72 3.25 0.04
H -5.14 -7.07 4.55 0.32
H -4.23 -8.40 3.78 0.34
H -7.29 -8.31 4.29 0.30
H -6.46 -9.69 3.51 0.35
H -7.92 -8.98 2.77 0.34
C -1.85 7.41 7.29 -0.93
S -2.28 5.73 6.82 0.48
O -1.18 4.85 7.27 -0.59
C -2.08 5.98 5.05 -0.83
H -1.87 7.48 8.37 0.31
H -0.85 7.65 6.93 0.30
H -2.57 8.11 6.87 0.35
H -1.06 6.31 4.83 0.28
H -2.80 6.72 4.70 0.41
H -2.27 5.03 4.55 0.20
C -6.92 0.43 -2.92 -0.92
S -5.98 1.91 -3.32 0.45
O -6.70 2.60 -4.43 -0.65
C -4.58 1.05 -4.03 -0.65
H -7.87 0.74 -2.49 0.41
H -7.10 -0.15 -3.83 0.25
H -6.37 -0.16 -2.19 0.35
H -4.91 0.43 -4.86 0.36
H -4.10 0.43 -3.27 0.19
H -3.87 1.80 -4.39 0.21
C -9.15 -4.64 -4.26 -0.98
S -8.62 -3.02 -3.72 0.54
O -7.16 -2.91 -3.99 -0.59
C -8.80 -3.34 -1.96 -0.88
H -9.07 -4.67 -5.35 0.33
H -8.51 -5.41 -3.83 0.29
H -10.19 -4.80 -3.97 0.37
H -8.18 -4.19 -1.67 0.29
H -9.85 -3.54 -1.73 0.37
H -8.48 -2.45 -1.42 0.28


8
Properties=species:S:1:pos:R:3:mulliken_charge:R:1 method="wB97M-V/def2-TZVPD" orbital_gap_ev="7.45 / 7.45" energy_ev=-13923.9656 e_homo_ev="-8.750 / -8.755"
C 1.08 0.19 0.02 -0.72
N -0.39 -0.07 -0.04 -0.09
P -1.56 0.52 0.91 0.25
O -2.90 -0.68 -0.25 -0.70
H 1.52 -0.19 -0.82 0.34
H 1.42 1.32 0.02 0.25
H 1.56 -0.27 0.89 0.29
H -0.73 -0.82 -0.73 0.37


42
Properties=species:S:1:pos:R:3:mulliken_charge:R:1 method="wB97M-V/def2-TZVPD" orbital_gap_ev=8.45 energy_ev=-46157.6720 total_charge=-1 e_homo_ev=-5.949
N -2.25 3.26 -1.50 -0.62
C -1.77 2.07 -0.84 0.46
C -2.79 1.25 0.04 -0.77
O -2.34 1.19 1.34 -0.68
C -0.63 2.41 0.06 -0.31
S 0.86 3.50 -0.42 -0.18
S 2.42 2.97 0.94 -0.10
C 3.00 1.56 -0.08 -0.66
H -2.82 3.94 -0.76 0.27
H -2.88 3.07 -2.20 0.27
H -1.40 1.24 -1.60 0.15
H -2.94 0.30 -0.31 0.33
H -3.76 1.73 -0.13 0.35
H -1.05 2.96 0.98 0.33
H -0.27 1.35 0.56 -0.10
H 3.19 1.87 -1.15 0.20
H 2.21 0.72 -0.12 0.18
H 3.93 1.28 0.38 0.37
H 1.21 -0.31 -2.98 0.37
H 2.70 -0.78 -2.95 0.29
O 1.88 -0.79 -2.52 -0.68
H -0.56 2.46 -3.24 0.34
H 0.90 2.09 -3.08 0.29
O 0.20 1.85 -3.55 -0.64
H 1.87 -3.81 1.50 0.39
H 2.90 -3.00 2.24 0.29
O 2.81 -3.67 1.55 -0.65
H -1.75 -0.93 2.38 0.21
H -1.73 0.40 1.55 0.46
O -1.05 -0.80 1.87 -1.30
H -0.11 -2.52 2.65 0.32
H -0.45 -3.92 1.94 0.33
O 0.17 -3.52 2.58 -0.72
H 1.40 -2.51 -2.78 0.38
H 1.16 -3.46 -1.42 0.31
O 0.99 -3.36 -2.40 -0.69
H -0.79 -2.91 -0.78 0.28
H -1.13 -1.90 0.55 0.52
O -1.38 -2.63 -0.05 -0.66
H 0.55 -1.37 4.17 0.29
H -0.40 -0.62 3.34 0.49
O -0.08 -0.66 4.25 -0.69


16
Properties=species:S:1:pos:R:3:mulliken_charge:R:1 method="wB97M-V/def2-TZVPD" orbital_gap_ev=8.31 energy_ev=-86652.3573 total_charge=+1 e_homo_ev=-13.238
C -1.02 -0.57 -0.18 -0.53
C -0.41 -1.81 -0.77 -0.52
C 1.28 -0.02 0.65 -0.29
C -0.29 1.85 0.35 -0.79
N 0.17 0.42 -0.15 -0.35
S 0.94 -2.36 0.32 0.02
Br 3.01 0.53 -0.17 -0.01
H -1.93 -0.19 -0.65 0.40
H -1.19 -0.74 0.86 0.41
H -1.17 -2.53 -0.98 0.45
H 0.15 -1.46 -1.60 0.30
H 1.14 0.10 1.78 0.44
H 0.49 2.61 0.33 0.30
H -1.19 2.03 -0.10 0.37
H -0.54 1.56 1.44 0.37
H 0.56 0.58 -1.13 0.42


9
Properties=species:S:1:pos:R:3:mulliken_charge:R:1 method="wB97M-V/def2-TZVPD" orbital_gap_ev=9.43 energy_ev=-88223.5966 e_homo_ev=-9.984
O -0.57 -1.99 -0.45 -0.51
C -0.39 -0.92 -0.98 0.17
N -0.12 0.23 -0.31 -0.12
Br -0.17 1.88 -1.32 0.01
C 0.22 0.44 1.08 -0.41
Cl 1.99 0.51 1.05 -0.15
H -0.45 -0.96 -2.10 0.33
H -0.25 1.28 1.38 0.37
H -0.25 -0.48 1.65 0.31


33
Properties=species:S:1:pos:R:3:mulliken_spin:R:1 method="wB97M-V/def2-TZVPD" orbital_gap_ev="6.19 / 6.75" spin_multiplicity=6 energy_ev=-48129.8817 total_charge=-2 e_homo_ev="-0.201 / -0.769"
Mn 0.40 0.06 0.27 4.77
C -2.19 -1.01 2.67 0.01
C -0.90 -1.80 2.46 0.01
O 0.12 -1.06 2.00 0.04
H -2.94 -1.57 3.26 0.00
H -2.63 -0.75 1.70 0.00
H -1.96 -0.10 3.23 0.00
H -1.15 -2.66 1.79 -0.01
H -0.63 -2.28 3.44 0.01
C 4.06 -1.73 -1.47 0.01
C 2.81 -0.83 -1.52 0.01
O 2.33 -0.56 -0.30 0.04
H 4.96 -1.15 -1.20 0.00
H 4.28 -2.17 -2.46 0.00
H 3.94 -2.54 -0.74 0.00
H 2.07 -1.33 -2.19 0.00
H 3.11 0.09 -2.09 0.00
C 0.36 4.29 1.52 0.01
C -0.06 3.01 0.77 0.00
O 0.75 1.96 1.08 0.05
H 0.49 4.04 2.57 0.00
H -0.41 5.07 1.47 0.00
H 1.30 4.68 1.12 0.00
H -0.06 3.25 -0.32 0.00
H -1.13 2.83 1.04 0.00
C -2.51 -0.82 -2.90 0.01
C -1.73 -1.14 -1.62 0.02
O -1.00 -0.06 -1.22 0.05
H -3.29 -0.08 -2.71 0.00
H -2.97 -1.73 -3.32 0.00
H -1.84 -0.40 -3.65 0.00
H -1.11 -2.04 -1.82 0.00
H -2.48 -1.47 -0.86 0.00


73
Properties=species:S:1:pos:R:3:mulliken_charge:R:1 method="wB97M-V/def2-TZVPD" orbital_gap_ev=7.05 energy_ev=-131401.0700 total_charge=-1 e_homo_ev=-4.906
O 1.66 -3.03 3.45 -0.74
P 0.67 -2.36 2.49 0.46
B 1.18 -2.69 0.63 0.39
C 0.10 -2.36 -0.56 -0.85
C -1.39 -2.66 -0.30 -0.01
C -2.27 -1.40 -0.37 -0.16
C -2.65 -0.84 0.98 0.49
O -2.71 -1.44 2.02 -0.60
O -3.02 0.48 0.96 -0.56
C 2.64 -1.96 0.37 -0.77
C 2.73 -0.53 -0.01 0.65
O 3.61 -0.03 -0.64 -0.57
Br 1.32 0.73 0.57 -0.26
H 0.63 -0.99 2.84 -0.06
H -0.62 -2.83 2.80 -0.05
H 1.39 -3.89 0.64 -0.28
H 0.39 -3.00 -1.40 0.06
H 0.18 -1.35 -0.94 0.06
H -1.76 -3.30 -1.09 -0.12
H -1.57 -3.19 0.64 0.56
H -3.22 -1.59 -0.88 0.32
H -1.79 -0.60 -0.92 0.02
H -2.58 0.93 0.22 0.39
H 3.19 -2.49 -0.41 0.28
H 3.23 -2.09 1.29 0.36
C -1.31 0.09 -3.94 0.61
O -1.10 -0.69 -3.04 -0.50
N -2.32 -0.15 -4.86 -0.59
N -0.64 1.26 -4.10 -0.38
H -2.57 0.49 -5.60 0.13
H -2.83 -1.01 -4.76 0.27
H 0.08 1.47 -3.42 0.21
H -0.83 1.92 -4.82 0.14
C 4.09 -2.61 6.73 0.51
O 4.88 -2.41 7.66 -0.70
N 3.91 -1.75 5.70 -0.30
N 3.31 -3.73 6.65 -0.32
H 3.26 -1.94 4.95 0.25
H 4.45 -0.90 5.68 0.17
H 3.40 -4.41 7.38 0.18
H 2.68 -3.89 5.88 0.23
C -4.19 1.20 -1.58 0.69
O -3.11 1.75 -1.48 -0.69
N -5.17 1.34 -0.62 -0.36
N -4.52 0.41 -2.64 -0.36
H -6.06 0.89 -0.68 0.15
H -4.95 1.89 0.18 0.23
H -3.79 0.28 -3.33 0.28
H -5.40 -0.06 -2.74 0.16
C 3.30 4.67 0.64 0.70
O 2.68 5.07 -0.33 -0.75
N 3.42 5.41 1.79 -0.38
N 3.92 3.46 0.67 -0.31
H 3.92 5.10 2.60 0.16
H 2.97 6.31 1.81 0.19
H 3.84 2.87 -0.14 0.16
H 4.42 3.12 1.47 0.15
C 2.37 8.61 -2.25 0.58
O 2.59 7.97 -3.26 -0.63
N 2.40 8.07 -0.99 -0.23
N 2.07 9.95 -2.29 -0.38
H 2.22 8.62 -0.18 0.15
H 2.60 7.08 -0.88 0.22
H 2.04 10.38 -3.20 0.22
H 1.89 10.50 -1.48 0.15
C -3.10 -6.38 -1.36 0.63
O -2.41 -5.46 -1.73 -0.61
N -4.02 -7.00 -2.18 -0.42
N -3.04 -6.87 -0.08 -0.37
H -4.60 -7.76 -1.88 0.15
H -4.09 -6.66 -3.12 0.22
H -2.38 -6.43 0.54 0.24
H -3.60 -7.63 0.25 0.15